C4H12N3S | ωB97M-V/def2-TZVPD

```
20
C4H12N3S, DFT ωB97M-V/def2-TZVPD
C 1.42 -0.43 -0.20
N 1.64 -0.97 -1.60
C -0.08 -0.05 0.12
C -1.08 -1.10 0.56
S -1.71 -1.94 -0.90
N 0.08 0.90 1.18
C -0.08 2.43 1.02
N 1.21 2.93 0.66
H 1.75 -1.13 0.72
H 2.00 0.50 0.05
H 0.88 -0.75 -2.18
H 1.59 -1.95 -1.50
H -0.33 0.55 -0.88
H -0.46 -1.89 1.05
H -1.70 -0.85 1.41
H -0.28 0.59 2.02
H -0.45 2.82 1.94
H -0.73 2.68 0.23
H 1.47 2.88 -0.32
H 2.00 2.50 1.23
```

Summary:
HOMO energy	-2.41	eV
charge	-1
frontier orbital gap	6.2	eV
ΔE to the lowest compared entry with this formula, charge and spin	286.0	kJ/mol

Results of the Löwdin charge analysis, in e, for atoms 1 through 5: number 1, C, carries -0.24; number 2, N, carries -0.01; number 3, C, carries -0.51; number 4, C, carries -0.76; number 5, S, carries 0.11

C5H7NO | ωB97M-V/def2-TZVPD

```
14
C5H7NO, DFT ωB97M-V/def2-TZVPD
C -1.28 -1.22 0.24
C -0.48 0.08 0.27
C 0.89 -0.07 -0.41
C 1.94 0.87 0.16
O 1.74 1.59 1.11
C -1.24 1.16 -0.38
N -1.86 1.98 -0.92
H -2.26 -1.08 0.72
H -0.74 -2.00 0.79
H -1.44 -1.56 -0.78
H -0.30 0.40 1.30
H 1.27 -1.09 -0.28
H 0.83 0.09 -1.50
H 2.93 0.83 -0.32
```

Summary:
HOMO energy	-10.44	eV
frontier orbital gap	11.2	eV
ΔE to the lowest compared entry with this formula, charge and spin	73.0	kJ/mol

Results of the Löwdin charge analysis, in e, for atoms 1 through 5: number 1, C, carries -0.06; number 2, C, carries -0.36; number 3, C, carries -0.13; number 4, C, carries -0.24; number 5, O, carries 0.06

What did the second record say?
C5H7NO | ωB97M-V/def2-TZVPD

```
14
C5H7NO, DFT ωB97M-V/def2-TZVPD
C -1.28 -1.22 0.24
C -0.48 0.08 0.27
C 0.89 -0.07 -0.41
C 1.94 0.87 0.16
O 1.74 1.59 1.11
C -1.24 1.16 -0.38
N -1.86 1.98 -0.92
H -2.26 -1.08 0.72
H -0.74 -2.00 0.79
H -1.44 -1.56 -0.78
H -0.30 0.40 1.30
H 1.27 -1.09 -0.28
H 0.83 0.09 -1.50
H 2.93 0.83 -0.32
```

Summary:
HOMO energy	-10.44	eV
frontier orbital gap	11.2	eV
ΔE to the lowest compared entry with this formula, charge and spin	73.0	kJ/mol

Results of the Löwdin charge analysis, in e, for atoms 1 through 5: number 1, C, carries -0.06; number 2, C, carries -0.36; number 3, C, carries -0.13; number 4, C, carries -0.24; number 5, O, carries 0.06